A molecular structure, C39H56CdF4N4OSb2Se. Source: the Open Molecules 2025 dataset; level of theory: ωB97M-V/def2-TZVPD.

Each line ends with the Löwdin charge.
CARTESIAN COORDINATES (ANGSTROEM)
Cd: -0.135 0.265 -0.003  1.223
C: 2.278 -1.150 1.901  -0.124
N: 1.525 0.097 1.774  -0.347
C: 2.446 1.192 1.443  -0.122
C: 0.798 0.397 3.017  -0.237
C: -0.300 1.431 2.840  -0.257
N: -1.208 0.933 1.836  -0.126
C: -2.527 1.211 1.832  -0.285
C: -3.380 0.518 0.941  -0.241
F: -2.824 -0.427 0.125  -0.049
C: -4.738 0.693 0.868  -0.234
F: -5.426 -0.054 -0.016  0.082
C: -5.403 1.589 1.684  0.053
C: -4.604 2.292 2.561  -0.220
F: -5.162 3.199 3.383  0.086
C: -3.235 2.127 2.638  -0.147
F: -2.566 2.918 3.511  0.067
H: 3.021 -1.080 2.708  0.095
H: 2.796 -1.358 0.963  0.045
H: 1.599 -1.972 2.116  0.019
H: 3.171 1.348 2.255  0.094
H: 1.901 2.121 1.283  0.079
H: 2.972 0.949 0.523  0.009
H: 1.507 0.723 3.791  0.128
H: 0.338 -0.533 3.353  0.057
H: 0.142 2.396 2.556  0.109
H: -0.761 1.582 3.815  0.112
H: -6.472 1.731 1.639  0.130
C: -2.596 -1.159 3.270  -0.285
Sb: -1.250 -2.427 2.182  1.322
C: -0.790 -3.683 3.865  -0.338
C: -2.819 -3.733 1.432  -0.322
C: -2.259 -4.953 0.756  -0.289
C: -1.965 -6.094 1.509  -0.062
C: -1.396 -7.221 0.939  -0.090
C: -1.116 -7.230 -0.423  -0.091
C: -1.412 -6.110 -1.182  -0.066
C: -1.978 -4.964 -0.616  -0.286
C: -2.276 -3.776 -1.485  -0.318
Sb: -0.658 -2.341 -1.652  1.207
C: -1.468 -1.344 -3.355  -0.322
C: 0.681 -3.629 -2.698  -0.332
H: -3.138 -1.761 4.001  0.020
H: -3.301 -0.695 2.579  -0.003
H: -2.045 -0.368 3.780  0.011
H: -1.716 -4.062 4.304  0.003
H: -0.249 -3.105 4.615  -0.003
H: -0.168 -4.522 3.549  -0.004
H: -3.443 -3.131 0.772  0.041
H: -3.408 -3.997 2.314  0.065
H: -2.199 -6.090 2.569  0.106
H: -1.181 -8.088 1.552  0.100
H: -0.684 -8.105 -0.892  0.099
H: -1.222 -6.122 -2.250  0.108
H: -3.141 -3.211 -1.137  0.047
H: -2.464 -4.084 -2.516  0.066
H: -1.493 -2.028 -4.204  0.007
H: -0.848 -0.478 -3.590  -0.018
H: -2.480 -1.005 -3.127  0.007
H: 0.188 -3.997 -3.599  0.013
H: 0.954 -4.467 -2.058  0.003
H: 1.574 -3.063 -2.957  -0.057
C: -1.925 2.258 -1.712  -0.115
C: -0.506 1.712 -1.682  -0.510
O: 0.296 2.116 -2.495  -0.106
H: -2.048 2.980 -2.522  0.071
H: -2.158 2.722 -0.748  0.063
H: -2.629 1.428 -1.831  0.054
C: 6.599 -1.786 -3.589  -0.095
C: 7.123 -1.480 -2.183  -0.241
C: 6.058 -0.988 -1.198  -0.196
C: 5.636 0.464 -1.368  -0.140
N: 4.954 0.765 -2.627  -0.010
C: 3.656 0.482 -2.904  -0.639
Se: 2.473 -0.481 -1.887  0.669
N: 3.383 1.014 -4.122  0.001
C: 2.071 1.017 -4.779  -0.149
C: 2.006 0.157 -6.036  -0.177
C: 1.937 -1.353 -5.794  -0.242
C: 3.257 -1.994 -5.361  -0.112
C: 4.504 1.678 -4.611  -0.144
C: 4.709 2.404 -5.773  0.000
C: 5.967 2.958 -5.958  -0.080
C: 6.981 2.785 -5.011  -0.081
C: 6.765 2.064 -3.845  -0.007
C: 5.500 1.528 -3.659  -0.161
H: 7.363 -2.284 -4.189  0.074
H: 6.299 -0.887 -4.129  0.056
H: 5.728 -2.447 -3.539  0.072
H: 7.940 -0.750 -2.239  0.103
H: 7.564 -2.391 -1.773  0.103
H: 6.440 -1.069 -0.176  0.115
H: 5.172 -1.625 -1.258  0.079
H: 6.519 1.103 -1.343  0.118
H: 4.983 0.776 -0.555  0.101
H: 1.828 2.056 -5.001  0.131
H: 1.356 0.679 -4.034  0.048
H: 2.855 0.378 -6.692  0.104
H: 1.109 0.474 -6.574  0.116
H: 1.602 -1.828 -6.720  0.106
H: 1.166 -1.556 -5.043  0.085
H: 4.073 -1.699 -6.029  0.078
H: 3.186 -3.084 -5.384  0.075
H: 3.531 -1.713 -4.342  0.017
H: 3.921 2.539 -6.503  0.113
H: 6.167 3.531 -6.853  0.104
H: 7.956 3.220 -5.191  0.104
H: 7.555 1.933 -3.117  0.108

Forces on the atoms, in the same order (eV/Å):
Cd 0.1 0.1 -0.1
C 0.1 0.0 0.0
N 0.0 0.2 -0.2
C 0.1 0.0 0.1
C 0.1 -0.1 0.1
C 0.0 0.0 -0.1
N -0.6 0.1 -0.3
C 0.4 0.6 -0.3
C -0.1 0.4 -0.5
F 0.0 0.0 0.0
C 0.0 0.0 -0.1
F 0.0 0.0 0.0
C -0.1 0.0 0.0
C 0.0 0.1 0.2
F 0.0 -0.1 -0.1
C 0.0 0.1 0.0
F 0.0 0.0 0.0
H 0.0 0.0 0.0
H 0.0 0.0 0.0
H 0.0 0.0 0.0
H 0.0 0.0 0.0
H 0.0 0.0 0.0
H 0.0 0.0 0.0
H 0.0 0.0 0.0
H 0.1 0.0 0.1
H 0.0 0.0 0.1
H -0.1 0.0 0.1
H 0.1 0.0 0.0
C -0.1 -0.6 0.5
Sb -0.3 -0.1 0.1
C 0.0 -0.1 0.0
C 0.0 -0.2 0.0
C 0.0 0.2 0.2
C 0.0 0.0 0.0
C 0.0 0.1 -0.1
C 0.0 0.1 0.1
C -0.1 0.0 0.0
C 0.0 0.1 -0.2
C 0.0 -0.1 0.0
Sb 0.1 0.2 0.0
C 0.0 0.0 -0.1
C 0.0 -0.1 0.0
H 0.0 0.0 0.0
H 0.1 -0.5 0.5
H -0.1 -0.2 0.0
H 0.1 0.0 0.0
H 0.0 0.0 0.0
H 0.0 0.0 0.0
H 0.0 0.0 0.1
H 0.0 -0.1 -0.1
H 0.0 0.0 0.0
H 0.0 0.0 0.0
H 0.0 0.0 0.0
H 0.0 0.0 0.0
H 0.0 0.0 -0.1
H 0.0 0.0 0.0
H 0.0 0.0 0.0
H 0.0 0.0 0.0
H 0.0 0.0 0.0
H 0.0 0.0 0.0
H 0.0 0.0 0.0
H 0.0 0.0 0.0
C 0.0 0.0 0.0
C -0.2 -0.1 0.2
O 0.1 0.0 -0.1
H 0.0 0.0 0.0
H 0.0 0.0 0.0
H 0.0 0.0 0.0
C 0.0 0.0 0.0
C -0.1 0.0 -0.1
C 0.0 0.0 -0.1
C 0.0 0.0 -0.2
N 0.2 0.2 0.2
C 0.0 0.2 -0.4
Se 0.2 -0.2 0.2
N -0.2 0.1 -0.1
C 0.2 -0.1 0.0
C 0.1 0.0 0.0
C 0.0 0.0 0.1
C 0.0 0.0 0.0
C -0.4 -0.1 0.1
C 0.0 0.0 -0.1
C 0.0 0.0 0.0
C 0.0 0.0 0.0
C 0.1 0.1 0.0
C 0.1 -0.2 0.2
H 0.0 0.0 0.0
H 0.0 0.0 0.0
H 0.1 0.0 0.0
H 0.0 0.0 0.0
H 0.0 0.0 0.0
H 0.0 0.0 0.0
H 0.0 0.0 0.0
H 0.0 0.1 0.0
H -0.1 -0.1 0.0
H 0.0 0.0 0.0
H 0.0 0.0 0.0
H 0.0 0.0 0.0
H 0.0 0.0 0.0
H 0.0 0.0 0.0
H 0.0 0.0 0.0
H 0.0 0.0 0.0
H 0.0 0.0 0.0
H 0.0 0.0 -0.1
H 0.0 0.0 0.0
H 0.0 0.0 0.0
H 0.0 0.0 0.0
H 0.0 0.0 0.0

The highest occupied orbital energy comes out at -6.82 eV. The orbital gap is 7.16 eV. The LUMO energy is 0.3 eV. The energy relative to the best compared isomer or geometry (same formula, charge and spin) comes out at 0.000 eV.

=====

A molecular structure, C27H43N2OP2PdSi2. Source: the Open Molecules 2025 dataset; level of theory: ωB97M-V/def2-TZVPD.

Each line ends with the Mulliken spin population.
CARTESIAN COORDINATES (ANGSTROEM)
Pd: 0.051 -0.409 -0.031  0.626
C: -3.557 -1.757 1.071  0.011
P: -1.735 -1.974 0.993  0.052
C: -1.651 -3.744 0.499  0.004
C: -1.341 -2.171 2.786  -0.010
C: -2.031 -3.086 3.581  -0.004
C: -1.642 -3.350 4.884  0.003
C: -0.532 -2.704 5.407  -0.002
C: 0.135 -1.758 4.645  0.002
C: -0.272 -1.462 3.343  0.031
P: 0.473 -0.102 2.360  0.036
C: 1.832 0.486 3.445  0.013
C: -0.767 1.205 2.777  0.001
H: -4.046 -2.620 1.525  0.002
H: -3.939 -1.618 0.059  -0.001
H: -3.786 -0.862 1.648  0.000
H: -2.311 -4.367 1.103  0.002
H: -0.626 -4.096 0.615  0.001
H: -1.933 -3.832 -0.552  -0.001
H: -2.889 -3.611 3.177  0.001
H: -2.195 -4.061 5.484  0.000
H: -0.195 -2.928 6.412  -0.001
H: 0.978 -1.238 5.081  0.001
H: 1.446 0.867 4.393  0.002
H: 2.352 1.290 2.927  -0.001
H: 2.549 -0.314 3.635  0.001
H: -1.012 1.195 3.843  0.001
H: -1.664 1.018 2.187  -0.003
H: -0.359 2.181 2.505  0.000
C: 2.586 2.610 0.618  0.002
Si: 3.149 1.078 -0.324  0.007
C: 4.603 1.631 -1.396  0.011
C: 3.831 -0.296 0.772  0.000
C: 1.747 0.395 -1.294  0.147
C: 1.990 -0.964 -1.846  -0.034
C: 2.843 -1.272 -2.916  0.019
C: 2.901 -2.563 -3.400  0.005
C: 2.106 -3.540 -2.814  0.001
C: 1.306 -3.176 -1.747  0.008
N: 1.257 -1.936 -1.261  0.000
Si: 0.641 1.398 -2.387  0.018
C: -0.641 0.270 -3.197  0.024
C: -0.157 2.826 -1.452  0.019
C: 1.616 2.186 -3.805  0.011
H: 3.228 2.838 1.474  0.000
H: 1.559 2.497 0.970  0.000
H: 2.617 3.477 -0.049  0.000
H: 5.440 1.973 -0.779  0.000
H: 4.320 2.451 -2.062  0.000
H: 4.966 0.807 -2.017  -0.001
H: 4.397 0.084 1.628  0.000
H: 4.506 -0.926 0.185  0.000
H: 3.021 -0.928 1.139  -0.001
H: 3.435 -0.482 -3.361  0.002
H: 3.550 -2.812 -4.231  0.000
H: 2.105 -4.560 -3.176  -0.001
H: 0.680 -3.910 -1.251  0.003
H: -1.040 -0.442 -2.471  -0.008
H: -0.188 -0.296 -4.016  0.000
H: -1.474 0.851 -3.609  -0.004
H: -0.406 2.518 -0.433  -0.010
H: -1.074 3.159 -1.949  0.000
H: 0.522 3.680 -1.401  0.001
H: 2.114 1.425 -4.412  0.000
H: 2.385 2.852 -3.402  0.000
H: 0.978 2.779 -4.471  0.001
O: -2.312 0.617 -0.119  -0.001
N: -3.095 1.464 -0.696  0.006
C: -3.730 1.128 -1.838  0.001
C: -4.550 2.027 -2.487  -0.001
C: -4.747 3.293 -1.963  0.003
C: -4.105 3.612 -0.778  -0.001
C: -3.289 2.687 -0.161  0.003
H: -3.528 0.126 -2.184  0.002
H: -5.028 1.725 -3.408  0.000
H: -5.387 4.009 -2.459  0.000
H: -4.226 4.585 -0.323  0.000
H: -2.752 2.869 0.757  0.000

Forces on the atoms, in the same order (eV/Å):
Pd 0.2 -0.8 1.2
C 0.1 0.1 -0.1
P 0.3 0.1 0.1
C 0.0 0.1 -0.1
C 0.0 -0.1 0.0
C 0.0 0.0 0.0
C 0.0 0.0 0.0
C 0.0 0.0 0.0
C 0.0 0.1 0.0
C 0.1 0.0 0.1
P -0.3 0.5 -0.2
C 0.0 -0.2 0.0
C 0.0 -0.1 0.1
H 0.0 0.0 0.0
H 0.0 0.0 0.0
H 0.0 0.0 0.0
H 0.0 0.0 0.0
H 0.0 0.0 0.0
H 0.0 0.0 0.0
H 0.0 0.0 0.0
H 0.0 0.0 0.0
H 0.0 0.0 0.0
H 0.0 0.0 0.0
H 0.0 0.0 0.0
H 0.0 0.0 0.0
H 0.0 0.0 0.0
H 0.0 0.1 0.0
H 0.0 0.1 0.0
H 0.0 0.0 0.0
C 0.0 0.0 0.1
Si -0.1 0.0 -0.2
C 0.0 0.0 0.0
C 0.1 0.1 0.1
C -0.6 -0.2 -0.1
C 0.0 0.2 0.0
C 0.1 0.0 0.1
C 0.0 0.0 0.0
C 0.0 -0.1 0.0
C 0.1 0.0 0.0
N 0.0 -0.2 -0.6
Si 0.6 -0.1 0.0
C -0.1 0.1 0.0
C -0.1 0.0 0.0
C -0.2 0.1 -0.1
H 0.0 0.0 0.0
H 0.0 0.0 0.0
H 0.0 0.0 0.0
H 0.0 0.0 0.0
H 0.0 0.0 0.0
H 0.0 0.0 0.0
H 0.0 0.0 0.0
H 0.0 0.0 0.0
H 0.0 0.0 0.0
H 0.0 0.0 0.0
H 0.0 0.0 0.0
H 0.0 0.0 0.0
H 0.0 0.0 0.0
H -0.1 0.0 0.0
H 0.0 0.0 0.0
H 0.1 0.0 0.0
H 0.0 0.0 0.0
H 0.1 0.0 0.0
H 0.0 0.0 0.0
H 0.0 0.0 0.0
H 0.0 0.0 0.0
H 0.0 0.0 0.0
O -0.4 0.3 -0.1
N 0.0 -0.1 0.1
C -0.1 0.0 -0.2
C 0.0 -0.1 0.0
C 0.0 0.0 0.0
C 0.0 0.0 0.1
C -0.1 0.3 0.0
H 0.1 0.0 0.0
H 0.0 0.0 0.0
H 0.0 0.0 0.0
H 0.0 0.0 0.0
H 0.0 0.0 0.0

The highest occupied orbital energy (spin up / spin down) comes out at -5.59 / -6.69 eV. The orbital gap (spin up / spin down) is 5.85 / 6.92 eV. Its spin multiplicity is 2. Its expectation value of S² is 0.7538. The LUMO energy (spin up / spin down) is 0.3 / 0.2 eV.

=====

Energy: -143213.88680; -71537.65419 (eV)